Entry 1:
{"formula": "C26H58Cl14O6", "method": "ωB97M-V/def2-TZVPD", "elements": ["C", "O", "C", "C", "O", "C", "H", "H", "H", "H", "H", "H", "H", "H", "H", "H", "C", "O", "C", "C", "O", "C", "H", "H", "H", "H", "H", "H", "H", "H", "H", "H", "C", "O", "C", "C", "O", "C", "H", "H", "H", "H", "H", "H", "H", "H", "H", "H", "Cl", "C", "C", "Cl", "H", "H", "H", "H", "Cl", "C", "C", "Cl", "H", "H", "H", "H", "Cl", "C", "C", "Cl", "H", "H", "H", "H", "Cl", "C", "C", "Cl", "H", "H", "H", "H", "Cl", "C", "C", "Cl", "H", "H", "H", "H", "Cl", "C", "C", "Cl", "H", "H", "H", "H", "Cl", "C", "C", "Cl", "H", "H", "H", "H"], "xyz": [[-27.9050, 11.5528, -3.2100], [-27.9481, 10.2093, -3.6990], [-27.9675, 10.0073, -5.0941], [-26.7993, 9.0966, -5.5078], [-25.6035, 9.8116, -5.3916], [-24.3591, 9.1567, -5.2223], [-28.8789, 12.0300, -3.3826], [-27.0712, 12.1140, -3.6171], [-27.6856, 11.4568, -2.1758], [-27.9220, 10.9562, -5.6329], [-28.8930, 9.4408, -5.3246], [-26.9389, 8.7968, -6.5336], [-26.7540, 8.2960, -4.7784], [-23.6015, 9.9481, -5.1478], [-24.1361, 8.5190, -6.0706], [-24.3106, 8.6053, -4.2762], [-20.6283, 11.0627, -10.1240], [-19.4479, 11.6947, -10.5478], [-19.3628, 12.2259, -11.8711], [-18.1433, 12.9984, -12.1504], [-16.9435, 12.2398, -12.0341], [-15.7104, 12.8786, -12.3559], [-20.3846, 10.4188, -9.2574], [-21.1171, 10.4640, -10.9093], [-21.4047, 11.7630, -9.7674], [-20.2007, 12.9568, -12.0206], [-19.3930, 11.3918, -12.5403], [-18.1072, 13.7289, -11.3352], [-18.2288, 13.4768, -13.1300], [-15.7566, 13.9208, -12.0283], [-15.4991, 12.9875, -13.4226], [-14.9667, 12.3358, -11.7390], [-24.6557, 3.3985, -11.1845], [-23.9751, 4.4418, -11.7952], [-22.7236, 4.8195, -11.2472], [-22.6992, 5.5848, -9.9049], [-22.9420, 6.9419, -10.1769], [-23.5468, 7.6767, -9.1422], [-24.0951, 2.4777, -11.3368], [-25.6605, 3.3624, -11.6281], [-24.6663, 3.6308, -10.0999], [-22.3759, 5.5709, -11.9955], [-22.1781, 3.8761, -11.1812], [-21.7025, 5.3936, -9.4253], [-23.3995, 5.0832, -9.2038], [-23.0562, 7.8145, -8.1582], [-24.5200, 7.2397, -8.9204], [-23.6435, 8.7027, -9.4825], [-13.5831, 9.3296, -3.9569], [-14.9798, 10.1857, -4.6636], [-15.5234, 9.5872, -5.9325], [-16.0482, 7.8492, -5.6816], [-14.6528, 11.1807, -4.9119], [-15.6783, 10.1984, -3.8356], [-14.7666, 9.4244, -6.7189], [-16.4360, 10.0835, -6.2236], [-22.4396, 5.3152, -5.8914], [-21.1263, 4.1191, -6.2040], [-21.6772, 2.7332, -6.2051], [-22.4325, 2.3192, -4.5860], [-20.3499, 4.2368, -5.4910], [-20.7240, 4.3224, -7.1920], [-20.8148, 2.0912, -6.3200], [-22.3973, 2.4859, -6.9755], [-15.7572, 7.0390, -9.2865], [-16.3791, 8.1691, -10.5053], [-16.3132, 9.6181, -10.1115], [-14.6551, 10.1596, -9.6679], [-17.3987, 7.8456, -10.6366], [-15.7816, 8.0206, -11.4220], [-16.9914, 9.7896, -9.2735], [-16.6652, 10.2623, -10.9398], [-16.5805, 15.1939, -9.3714], [-16.1831, 13.4386, -9.1605], [-16.8013, 12.8854, -7.9434], [-15.9813, 13.3206, -6.4690], [-15.1161, 13.3927, -9.0407], [-16.5596, 12.8785, -10.0288], [-16.6816, 11.7980, -8.0151], [-17.8737, 13.1119, -7.8685], [-16.8745, 3.3561, -2.6294], [-15.8788, 2.9750, -4.0114], [-16.1710, 3.9250, -5.1042], [-17.8976, 3.6788, -5.7347], [-16.0595, 1.9654, -4.2588], [-14.8465, 3.0891, -3.6667], [-15.4974, 3.7432, -5.9572], [-16.1698, 4.9539, -4.8005], [-18.8358, 4.4672, -10.0010], [-18.5838, 2.6626, -10.3116], [-19.8659, 1.9998, -10.7292], [-21.0440, 1.8765, -9.4018], [-18.1135, 2.2938, -9.4094], [-17.8741, 2.6262, -11.1400], [-19.8231, 0.9409, -11.0693], [-20.3416, 2.5928, -11.5425], [-18.9822, 9.7153, -6.7180], [-19.5621, 8.0117, -6.3927], [-19.0292, 6.9814, -7.4562], [-19.6796, 7.3927, -9.0757], [-20.6185, 8.1734, -6.3608], [-19.1178, 7.8232, -5.4178], [-19.4051, 5.9940, -7.2468], [-17.9350, 6.9890, -7.4558]], "orbital_gap_ev": 9.74, "smiles": "COCCOC.COCCOC.COCCOC.ClCCCl.ClCCCl.ClCCCl.ClCCCl.ClCCCl.ClCCCl.ClCCCl", "charge": 0, "multiplicity": 1, "largest_force_ev_per_a": 2.12, "de_lowest_kcal_mol": 0.00}

Entry 2:
{"formula": "C26H58Cl2F5N5O4PS", "method": "ωB97M-V/def2-TZVPD", "elements": ["C", "C", "O", "N", "C", "Cl", "C", "Cl", "C", "S", "O", "O", "C", "F", "F", "C", "F", "F", "F", "C", "P", "N", "O", "H", "H", "H", "H", "H", "H", "H", "H", "H", "H", "H", "H", "H", "C", "C", "N", "C", "C", "C", "C", "H", "H", "H", "H", "H", "H", "H", "H", "H", "H", "H", "H", "H", "H", "H", "C", "C", "N", "C", "C", "C", "C", "H", "H", "H", "H", "H", "H", "H", "H", "H", "H", "H", "H", "H", "H", "H", "C", "C", "N", "C", "C", "C", "C", "H", "H", "H", "H", "H", "H", "H", "H", "H", "H", "H", "H", "H", "H", "H"], "xyz": [[-5.3343, -1.0490, 1.1451], [-5.3426, 0.4019, 0.7179], [-5.2914, 0.5038, -0.7303], [-4.1793, 1.2114, -1.1605], [-4.2994, 1.7632, -2.5526], [-5.4659, 3.0986, -2.3929], [-2.8073, 2.1515, -2.9378], [-2.5287, 3.8891, -3.0707], [-2.0166, 1.5975, -1.7382], [-0.2472, 1.2804, -1.8031], [0.4131, 2.5296, -1.6137], [-0.0010, 0.2845, -0.8013], [0.2777, 0.5248, -3.4470], [0.7168, -0.7136, -3.1610], [-0.7331, 0.4373, -4.3172], [1.4683, 1.3181, -4.0565], [1.1055, 2.5933, -4.2997], [1.7833, 0.7167, -5.2231], [2.5111, 1.2560, -3.2140], [-2.8695, 0.4981, -1.1260], [-2.8912, -0.9023, -2.4304], [-1.8885, -2.0244, -1.7024], [-4.3780, -1.5126, -2.1823], [-5.7964, -1.6827, 0.4064], [-4.3261, -1.3709, 1.3652], [-5.8881, -1.1179, 2.0696], [-4.4933, 0.9051, 1.1677], [-6.2360, 0.9169, 1.0408], [-4.1631, 2.0842, -0.6134], [-4.8009, 1.1191, -3.2469], [-2.5616, 1.7608, -3.9059], [-2.0233, 2.4202, -1.0245], [-2.5812, 0.1764, -0.1386], [-1.1318, -2.2943, -2.3091], [-1.5561, -1.8208, -0.7709], [-4.7131, -1.8614, -3.0086], [3.5895, 1.1683, 4.3268], [4.6110, 0.4761, 3.4389], [4.0409, -0.5569, 2.5939], [5.0459, -1.3681, 1.9287], [5.9639, -0.6979, 0.8979], [2.9201, -0.1438, 1.7716], [3.1329, 0.9993, 0.7676], [3.0766, 0.4495, 4.9668], [4.0934, 1.8933, 4.9660], [2.8423, 1.7138, 3.7492], [5.3542, -0.0001, 4.0828], [5.1521, 1.2425, 2.8613], [4.5419, -2.2158, 1.4557], [5.6747, -1.8060, 2.7098], [5.4551, -0.5256, -0.0495], [6.8109, -1.3543, 0.6880], [6.3676, 0.2500, 1.2526], [2.1008, 0.1388, 2.4378], [2.5503, -1.0241, 1.2389], [3.7211, 1.8156, 1.1880], [2.1656, 1.4089, 0.4747], [3.6231, 0.6543, -0.1419], [-9.6613, 5.0101, 3.0121], [-9.1040, 4.8999, 1.6026], [-8.9944, 3.5307, 1.1270], [-8.2523, 3.4186, -0.1113], [-8.8343, 4.0654, -1.3786], [-10.2136, 2.7397, 1.2072], [-11.4520, 3.2403, 0.4507], [-9.0484, 4.4528, 3.7212], [-9.6702, 6.0555, 3.3192], [-10.6862, 4.6469, 3.0805], [-8.0991, 5.3315, 1.5984], [-9.7104, 5.5294, 0.9337], [-8.0669, 2.3568, -0.3121], [-7.2625, 3.8580, 0.0692], [-9.6417, 3.4707, -1.7999], [-8.0584, 4.1333, -2.1454], [-9.2006, 5.0752, -1.2023], [-10.4756, 2.6371, 2.2614], [-9.9791, 1.7228, 0.8812], [-11.5881, 4.3171, 0.5528], [-12.3450, 2.7597, 0.8526], [-11.4116, 2.9980, -0.6098], [10.6080, -4.5055, -2.4027], [9.6187, -4.1323, -1.3103], [9.0429, -5.2782, -0.6323], [7.9354, -4.9262, 0.2363], [8.2145, -4.0393, 1.4576], [9.9977, -6.2284, -0.0869], [11.0098, -5.7227, 0.9521], [10.1406, -5.1452, -3.1517], [10.9613, -3.6015, -2.8996], [11.4847, -5.0186, -2.0080], [8.7972, -3.5760, -1.7702], [10.1106, -3.4330, -0.6145], [7.4569, -5.8500, 0.5721], [7.1872, -4.4222, -0.3848], [8.6870, -4.5937, 2.2662], [7.2687, -3.6550, 1.8475], [8.8396, -3.1804, 1.2130], [10.5529, -6.6618, -0.9209], [9.4366, -7.0653, 0.3348], [11.4233, -4.7498, 0.6836], [11.8437, -6.4233, 1.0223], [10.5734, -5.6475, 1.9465]], "orbital_gap_ev": 6.07, "charge": 1, "multiplicity": 1, "largest_force_ev_per_a": 1.91, "de_lowest_kcal_mol": 0.00}

Calculated values (eV) of HOMO energy for the records, taken in order: -9.465 -9.158.